Record 1
Formula: C4H8NOS
Source: OMol25
Level of theory: ωB97M-V/def2-TZVPD

Values from the calculation:
**Total charge**: +1
**E_tot**: -18641.0934 eV
**Frontier orbital gap**: 8.864 eV
**Energy above the lowest of the compared OMol25 structures with the same formula, charge and spin**: 49.68 kcal per mole
**SMILES string**: C=[N+](C)SC(C)=O
**Highest occupied orbital energy**: -13.55 eV

Positions of all 15 atoms, in Å:
C  -2.34  0.61  0.77
N  -1.31  0.01  0.24
C  -1.52  -1.12  -0.70
S  0.28  0.62  0.45
C  2.17  -0.44  -0.11
C  3.16  0.53  -0.73
O  2.25  -1.55  0.23
H  -3.27  0.10  0.71
H  -2.18  1.55  1.22
H  -0.91  -2.10  -0.46
H  -1.26  -0.72  -1.62
H  -2.54  -1.37  -0.59
H  4.05  0.70  -0.09
H  2.87  1.56  -1.02
H  3.37  -0.13  -1.60

Need the Löwdin charges? In units of e they are: 0.10, -0.54, -0.03, 0.88, -0.41, -0.01, 0.17, 0.11, 0.10, 0.15, 0.07, 0.08, 0.12, 0.10, 0.12

---

Record 2
Formula: C4H8NOS
Source: OMol25
Level of theory: ωB97M-V/def2-TZVPD

Values from the calculation:
**Total charge**: +1
**E_tot**: -18641.7021 eV
**Frontier orbital gap**: 8.141 eV
**Energy above the lowest of the compared OMol25 structures with the same formula, charge and spin**: 35.64 kcal per mole
**SMILES string**: [NH2+]=C[C@@]1(O)C[C@H]1S
**Highest occupied orbital energy**: -12.93 eV

Positions of all 15 atoms, in Å:
N  -1.72  1.53  0.19
C  -0.72  0.89  -0.41
C  -0.41  -0.42  -0.12
O  -1.18  -1.10  0.82
C  0.60  -1.14  -0.94
C  1.33  -0.63  0.31
S  2.50  0.73  0.15
H  -1.94  2.59  0.10
H  -2.45  0.94  0.60
H  0.05  1.65  -0.87
H  -1.47  -1.99  0.50
H  0.53  -2.19  -0.94
H  0.71  -0.64  -1.99
H  1.41  -1.30  1.20
H  2.77  1.07  1.40

Need the Löwdin charges? In units of e they are: 0.18, -0.05, -0.45, 0.04, -0.09, -0.40, 0.81, 0.19, 0.14, 0.18, 0.16, 0.11, 0.17, 0.13, -0.12